Record 1
C16H16N2PtS4SbTe as an isolated structure, computed with the ωB97M-V functional and the def2-TZVPD basis.

```
41
Properties=species:S:1:pos:R:3:forces:R:3
Pt 1.6280 -0.0197 -0.7041 0.3 0.0 0.2
S 0.3449 -4.3425 1.5141 0.0 0.2 0.0
Sb 1.4242 -2.3731 1.8071 0.0 0.0 -0.1
S 0.1705 -0.4446 0.9877 0.0 0.0 0.1
S 2.7855 -1.8979 -0.1534 -0.2 -0.2 -0.1
S 2.3243 -1.8157 3.8090 0.1 0.0 -0.1
Te -1.7146 -0.7788 -2.2222 0.0 0.0 0.1
C -2.5443 -0.7700 -4.1756 0.0 0.1 -0.1
C -2.9910 -1.9511 -4.7629 0.0 0.0 -0.1
C -3.5113 -1.9442 -6.0515 0.0 0.0 0.0
C -3.5945 -0.7570 -6.7645 0.0 0.0 0.0
C -3.1569 0.4264 -6.1855 0.0 0.0 0.1
C -2.6366 0.4204 -4.8959 -0.1 -0.1 -0.1
C 0.2380 -1.1309 -2.9327 0.0 0.0 -0.2
C 1.0712 -0.0271 -3.2104 0.1 -0.3 0.2
C 2.4133 -0.2436 -3.5278 0.0 0.1 0.0
C 2.9071 -1.5459 -3.6173 0.0 0.0 0.0
C 2.0721 -2.6212 -3.3875 0.0 0.0 0.0
C 0.7374 -2.4156 -3.0330 0.1 0.1 0.0
H -2.9255 -2.8805 -4.2110 0.0 0.0 0.0
H -3.8514 -2.8707 -6.4982 0.0 0.0 0.0
H -3.9997 -0.7535 -7.7688 0.0 0.0 0.0
H -3.2196 1.3572 -6.7362 0.0 0.0 0.0
H -2.2977 1.3461 -4.4474 0.0 0.0 0.0
H 0.6576 0.9712 -3.2201 0.0 0.0 0.0
H 3.0586 0.5999 -3.7415 0.0 0.0 0.0
H 3.9517 -1.7082 -3.8490 0.0 0.0 0.0
H 2.4587 -3.6309 -3.4261 0.0 0.0 0.0
H 0.1249 -3.2630 -2.7551 0.0 0.0 0.0
C 2.3979 2.1825 1.5879 0.0 0.0 0.0
C 1.3769 2.6111 0.5956 0.1 0.0 -0.1
N 1.0888 2.0438 -0.5681 -0.5 0.1 0.2
C 0.0402 2.7572 -1.1144 0.1 0.0 -0.1
C -0.2918 3.7796 -0.2928 0.0 0.0 0.1
N 0.5687 3.6730 0.7826 -0.1 0.1 -0.1
H 3.1320 1.5444 1.1028 0.0 0.0 0.0
H 1.9340 1.5821 2.3736 0.0 0.0 0.0
H 2.8912 3.0509 2.0306 0.0 0.0 0.0
H -0.4105 2.4692 -2.0482 0.0 0.0 0.0
H -1.0416 4.5466 -0.3615 0.0 0.0 0.0
H 0.5676 4.2506 1.6034 0.0 0.0 0.0
```
Positions in Å, forces in eV/Å.

Computed properties:
net charge	-1
frontier orbital gap	6.218	eV
largest force on an atom	0.5	eV/Å
highest occupied orbital energy	-4.2	eV
relative energy (zero: lowest compared OMol25 entry of this formula, charge and spin)	9.5	kcal per mole
2S+1	1

Atom charges from the Mulliken analysis, given in e for atoms 1 to 2: atom 1 (Pt): 0.698, atom 2 (S): -0.673

Record 2
One molecule with the formula C16H16N4O3S2, computed with the ωB97M-V functional and the def2-TZVPD basis.

```
41
Properties=species:S:1:pos:R:3:forces:R:3
C -6.8954 -0.2252 -1.2922 0.0 -0.1 0.0
C -5.6122 0.1785 -0.6539 0.4 0.1 0.2
S -5.4230 1.8366 -0.1204 0.1 -0.3 0.0
C -3.8269 1.4995 0.4368 0.1 -0.6 -0.1
N -3.0382 2.4003 1.0041 -0.2 0.6 0.1
C -1.8556 1.9651 1.3599 -0.1 0.2 0.1
N -1.4008 0.7235 1.2229 -0.1 -0.2 0.0
C -2.1882 -0.1886 0.6690 0.1 0.1 0.1
S -1.5678 -1.8256 0.5414 0.1 -0.3 0.1
C -0.0541 -1.7576 1.5568 -0.3 0.0 -0.2
C 1.1601 -1.3518 0.7388 -0.2 0.0 0.2
O 2.0288 -2.1469 0.4434 0.2 -0.4 0.0
N 1.1493 -0.0423 0.3986 0.0 0.6 0.0
C 2.1003 0.6947 -0.3447 -0.2 -0.6 0.1
O 1.9261 1.8807 -0.5043 0.0 0.6 0.0
N 3.1158 -0.0289 -0.8395 0.3 -0.4 -0.2
C 4.2335 0.6012 -1.5144 0.1 0.0 0.1
C 5.4299 0.6920 -0.6237 -0.3 0.8 0.3
C 5.7210 1.5330 0.4103 -0.2 -0.3 -0.6
C 6.9753 1.1156 0.9181 0.3 -0.5 -0.2
C 7.3493 0.0523 0.1575 0.4 0.4 0.7
O 6.4205 -0.2144 -0.7750 -0.2 -0.3 -0.4
C -3.4739 0.1465 0.2167 0.1 0.7 0.2
C -4.5183 -0.5939 -0.4161 -0.5 0.1 -0.2
C -4.4094 -2.0386 -0.7723 -0.1 0.0 0.0
H -7.3693 -1.0281 -0.7282 -0.1 0.0 0.0
H -7.5761 0.6207 -1.3299 -0.1 0.0 -0.1
H -6.7240 -0.5780 -2.3090 -0.1 0.0 -0.1
H -1.1763 2.6757 1.8081 0.1 0.1 0.0
H 0.0850 -2.7702 1.9337 0.1 0.1 0.0
H -0.2394 -1.0562 2.3691 0.1 -0.1 0.0
H 0.3451 0.5108 0.7241 0.3 -0.2 -0.1
H 3.1860 -1.0046 -0.5674 -0.2 0.1 0.0
H 4.4875 0.0183 -2.4034 0.0 0.1 0.0
H 3.9035 1.6026 -1.8027 0.1 -0.2 0.0
H 5.1165 2.3458 0.7565 -0.2 0.2 0.0
H 7.5182 1.5497 1.7322 0.2 0.0 0.2
H 8.2191 -0.5737 0.1767 0.1 -0.1 -0.1
H -5.2953 -2.3710 -1.3041 0.0 -0.1 -0.1
H -3.5359 -2.2064 -1.4001 0.0 -0.1 -0.1
H -4.2907 -2.6412 0.1268 0.0 -0.1 0.0
```
Positions in Å, forces in eV/Å.

Computed properties:
SMILES	Cc1sc2ncnc(SCC(=O)NC(=O)NCc3ccco3)c2c1C
frontier orbital gap	8.757	eV
largest force on an atom	0.9	eV/Å
highest occupied orbital energy	-8.5	eV
relative energy (zero: lowest compared OMol25 entry of this formula, charge and spin)	0.0	kcal per mole
2S+1	1

Atom charges from the Mulliken analysis, given in e for atoms 1 to 2: atom 1 (C): -1.324, atom 2 (C): 0.754